No. 1
Here is a 7-piece molecular cluster, C6H25NO7 overall from the Open Molecules 2025 dataset. Energies are from ωB97M-V with the def2-TZVPD basis set.

Cartesian coordinates (Å):
C1 3.244 0.199 -1.992
C2 1.975 -0.553 -1.515
C3 0.739 -0.334 -2.391
C4 0.095 1.013 -1.975
C5 -1.235 1.255 -2.726
N1 -2.376 0.670 -1.955
C6 -2.787 -0.598 -2.198
O1 -3.577 -1.144 -1.446
H1 3.160 1.265 -1.831
H2 4.097 -0.294 -1.525
H3 3.424 -0.094 -3.034
H4 1.857 -0.089 -0.532
H5 2.141 -1.615 -1.333
H6 -0.066 -1.035 -2.186
H7 1.042 -0.218 -3.430
H8 -0.104 1.041 -0.904
H9 0.724 1.892 -2.152
H10 -1.479 2.310 -2.781
H11 -1.239 0.661 -3.637
H12 -2.534 1.094 -1.057
H13 -2.539 -1.092 -3.145
O2 -0.400 2.461 2.908
H14 -1.024 2.292 2.190
H15 0.292 3.052 2.607
O3 0.370 -2.671 2.500
H16 -0.193 -2.541 3.259
H17 1.246 -2.321 2.639
O4 -1.612 -1.856 0.708
H18 -2.327 -2.513 0.710
H19 -0.901 -2.234 1.269
O5 -1.882 0.692 1.479
H20 -2.116 0.092 2.180
H21 -1.685 0.225 0.666
O6 0.157 -0.627 4.334
H22 -0.588 -0.340 3.786
H23 0.318 0.224 4.763
O7 2.037 0.954 2.600
H24 1.582 0.506 1.884
H25 2.161 0.274 3.262

For the max |F|, the calculation gives 2.4 eV/A. For the relative energy (zero: lowest compared OMol25 entry of this formula, charge and spin), the calculation gives 45.6 kcal per mole. The frontier orbital gap comes out at 9.79 eV. The SMILES is CCCCCNC=O.O.O.O.O.O.O. As for the LUMO energy: 0.00860 Eh.


No. 2
Here is a 2-piece molecular cluster, C16H25Si overall from the Open Molecules 2025 dataset. Energies are from ωB97M-V with the def2-TZVPD basis set.

Cartesian coordinates (Å):
C1 -3.601 4.933 7.521
C2 -2.178 5.547 7.552
Si1 -1.105 5.276 6.047
C3 -1.836 5.014 4.350
C4 0.759 5.428 6.240
C5 1.392 5.048 7.609
H1 -0.860 1.823 6.810
H2 -4.208 5.325 8.343
H3 -4.122 5.170 6.587
H4 -3.591 3.839 7.611
H5 -2.230 6.658 7.527
H6 -1.670 5.212 8.483
H7 -1.975 6.042 3.952
H8 -1.163 4.439 3.678
H9 -2.805 4.477 4.384
H10 1.245 4.802 5.461
H11 0.911 6.503 6.001
H12 2.411 5.441 7.682
H13 0.837 5.442 8.465
H14 1.466 3.958 7.728
C6 -1.781 0.509 8.048
C7 -3.268 0.463 7.557
C8 -3.103 0.170 6.078
C9 -1.853 0.416 5.653
C10 -0.922 0.749 6.788
C11 0.539 0.323 6.786
C12 1.188 -0.050 5.600
C13 2.582 -0.153 5.573
C14 3.356 0.194 6.677
C15 2.710 0.522 7.869
C16 1.310 0.630 7.913
H15 -1.590 1.319 8.763
H16 -1.536 -0.453 8.493
H17 -3.920 -0.200 8.117
H18 -3.721 1.446 7.720
H19 -3.947 -0.136 5.490
H20 -1.441 0.422 4.646
H21 0.607 -0.168 4.691
H22 3.112 -0.422 4.657
H23 4.454 0.201 6.631
H24 3.308 0.770 8.748
H25 0.830 1.050 8.809

For the max |F|, the calculation gives 1.3 eV/A. The frontier orbital gap comes out at 6.27 eV. As for the total charge: +1. As for the LUMO energy: -0.18445 Eh.


No. 3
Here is a 3-piece molecular cluster, C3H11NO3S overall from the Open Molecules 2025 dataset. Energies are from ωB97M-V with the def2-TZVPD basis set.

Cartesian coordinates (Å):
C1 0.025 -0.375 0.261
O1 1.186 0.095 -0.426
C2 -1.231 -0.260 -0.689
C3 -1.868 -1.578 -1.056
S1 -2.614 -2.502 0.370
N1 -2.213 0.693 -0.217
H1 0.247 -1.397 0.557
H2 -0.108 0.332 1.080
H3 -0.669 0.174 -1.521
H4 -1.233 -2.239 -1.631
H5 -2.738 -1.316 -1.682
H6 -2.899 0.135 0.275
H7 -1.851 1.499 0.258
H8 1.942 2.635 -0.206
H9 1.697 0.939 -0.183
O2 2.639 2.186 0.282
H10 3.075 1.072 1.589
H11 3.266 -0.259 1.037
O3 3.347 0.167 1.900

For the max |F|, the calculation gives 2.5 eV/A. For the relative energy (zero: lowest compared OMol25 entry of this formula, charge and spin), the calculation gives 20.6 kcal per mole. The frontier orbital gap comes out at 5.99 eV. As for the total charge: -2. As for the LUMO energy: 0.21900 Eh.


No. 4
Here is a 14-piece molecular cluster, C23H31Cl39NO2P overall from the Open Molecules 2025 dataset. Energies are from ωB97M-V with the def2-TZVPD basis set.

Cartesian coordinates (Å):
O1 -4.334 -2.540 2.335
P1 -2.578 -2.581 2.589
C1 -0.679 -2.481 2.780
C2 -0.180 -2.022 4.301
C3 -0.956 -0.675 4.834
N1 -0.070 0.324 5.545
C4 -0.321 1.751 5.110
C5 0.618 2.275 3.870
C6 -0.007 2.490 2.334
C7 0.923 3.065 1.076
C8 2.511 3.437 1.310
C9 3.178 3.240 2.817
C10 2.223 2.668 4.045
O2 2.791 2.519 5.421
H1 -4.632 -1.587 2.431
H2 -2.810 -2.704 4.018
H3 -2.446 -3.817 1.835
H4 -2.530 -1.319 1.876
H5 -0.308 -1.636 2.040
H6 -0.162 -3.492 2.427
H7 -0.205 -2.929 5.063
H8 0.962 -1.715 4.168
H9 -1.795 -1.060 5.590
H10 -1.539 -0.187 3.925
H11 0.940 0.062 5.530
H12 -1.456 1.923 4.781
H13 -0.040 2.435 6.047
H14 -1.136 2.255 2.058
H15 0.493 3.257 -0.016
H16 3.245 3.845 0.475
H17 4.315 3.505 3.055
H18 3.080 1.546 5.502
C11 -6.178 0.635 0.881
Cl1 -5.833 0.681 2.619
Cl2 -7.731 -0.162 0.577
Cl3 -6.176 2.272 0.203
H19 -5.392 0.057 0.389
C12 6.116 5.317 0.134
Cl4 6.504 4.162 1.421
Cl5 5.860 4.473 -1.403
Cl6 4.687 6.272 0.565
H20 6.963 5.998 0.016
C13 -2.042 -7.185 3.011
Cl7 -2.846 -5.637 3.319
Cl8 -2.185 -7.632 1.302
Cl9 -0.339 -7.108 3.493
H21 -2.535 -7.955 3.611
C14 -0.685 -11.523 1.513
Cl10 -2.243 -12.009 0.823
Cl11 0.371 -10.856 0.257
Cl12 -0.921 -10.347 2.817
H22 -0.203 -12.410 1.933
C15 -10.293 -0.715 -2.811
Cl13 -11.894 -0.399 -3.502
Cl14 -9.468 0.806 -2.432
Cl15 -10.429 -1.727 -1.363
H23 -9.699 -1.254 -3.554
C16 -0.055 -14.992 -1.482
Cl16 -0.745 -13.635 -2.389
Cl17 1.658 -15.202 -1.883
Cl18 -0.261 -14.744 0.260
H24 -0.589 -15.903 -1.766
C17 8.071 6.337 -4.567
Cl19 8.372 4.630 -4.934
Cl20 8.083 6.608 -2.816
Cl21 9.273 7.366 -5.364
H25 7.082 6.602 -4.950
C18 -13.162 1.230 -6.585
Cl22 -12.205 0.732 -7.991
Cl23 -13.581 2.948 -6.695
Cl24 -14.625 0.240 -6.446
H26 -12.558 1.080 -5.687
C19 10.315 10.576 -6.799
Cl25 8.743 11.365 -6.579
Cl26 10.775 10.571 -8.510
Cl27 11.556 11.380 -5.823
H27 10.229 9.540 -6.462
C20 2.011 -3.280 7.769
Cl28 2.092 -1.793 6.810
Cl29 0.713 -3.176 8.970
Cl30 1.775 -4.687 6.717
H28 2.961 -3.401 8.297
C21 5.461 0.993 -3.885
Cl31 6.923 0.006 -3.720
Cl32 4.257 0.531 -2.670
Cl33 5.854 2.716 -3.747
H29 5.036 0.816 -4.876
C22 8.661 14.668 -8.296
Cl34 7.090 15.458 -8.077
Cl35 9.121 14.664 -10.007
Cl36 9.903 15.472 -7.320
H30 8.576 13.632 -7.959
C23 -7.450 -4.579 -0.821
Cl37 -6.076 -5.511 -0.203
Cl38 -8.971 -5.434 -0.513
Cl39 -7.486 -2.965 -0.090
H31 -7.332 -4.466 -1.901

For the max |F|, the calculation gives 4.6 eV/A. The frontier orbital gap comes out at 8.46 eV. As for the LUMO energy: 0.00498 Eh.


No. 5
Here is C4H6N2O2 as an isolated structure from the Open Molecules 2025 dataset. Energies are from ωB97M-V with the def2-TZVPD basis set.

Cartesian coordinates (Å):
C1 1.745 -0.751 0.470
N1 0.502 -0.443 -0.245
C2 -0.828 -0.745 0.554
C3 -1.662 0.350 0.071
C4 -0.011 1.212 -0.547
N2 -2.835 0.322 -0.391
O1 -0.768 -1.261 1.635
O2 0.621 2.000 0.118
H1 0.505 -0.780 -1.204
H2 -3.104 1.223 -0.795
H3 -0.315 1.342 -1.592
H4 1.981 0.090 1.118
H5 1.628 -1.655 1.065
H6 2.543 -0.903 -0.256

For the max |F|, the calculation gives 2.6 eV/A. For the relative energy (zero: lowest compared OMol25 entry of this formula, charge and spin), the calculation gives 98.9 kcal per mole. The frontier orbital gap (spin up / spin down) comes out at 7.99 / 7.99 eV. As for the LUMO energy (spin up / spin down): -0.00822 / -0.00824 Eh.


No. 6
Here is a 2-piece molecular cluster, C6H12N2 overall from the Open Molecules 2025 dataset. Energies are from ωB97M-V with the def2-TZVPD basis set.

Cartesian coordinates (Å):
H1 -0.207 -1.234 -1.628
N1 -0.476 -1.578 -0.710
C1 -0.777 -0.701 0.150
C2 -1.385 -1.183 1.434
C3 -0.831 0.802 -0.132
C4 -1.651 1.604 0.546
C5 -0.233 1.262 -1.429
H2 -1.170 -2.243 1.547
H3 -1.002 -0.614 2.277
H4 -2.467 -1.061 1.405
H5 -2.268 1.279 1.366
H6 -1.841 2.617 0.227
H7 -0.693 0.780 -2.293
H8 0.837 1.058 -1.453
H9 -0.343 2.337 -1.543
C6 3.174 -0.443 0.291
N2 2.402 -0.461 -0.698
H10 3.909 0.351 0.367
H11 3.192 -1.268 1.035
H12 1.828 -1.303 -0.759

For the max |F|, the calculation gives 1.5 eV/A. For the relative energy (zero: lowest compared OMol25 entry of this formula, charge and spin), the calculation gives 41.9 kcal per mole. The frontier orbital gap comes out at 10.47 eV. The SMILES is [H]/N=C(/C)C(=C)C.C=N. As for the LUMO energy: 0.03003 Eh.


No. 7
Here is C4H10N2O3 as an isolated structure from the Open Molecules 2025 dataset. Energies are from ωB97M-V with the def2-TZVPD basis set.

Cartesian coordinates (Å):
C1 0.017 2.003 -0.376
C2 -0.223 0.147 1.444
N1 -1.465 -0.089 2.014
O1 -0.570 0.754 -0.069
O2 0.692 0.665 2.059
H1 -2.217 -0.225 1.352
H2 -1.610 0.393 2.890
H3 0.418 2.029 -1.394
H4 0.859 2.251 0.282
H5 -0.721 2.807 -0.302
C3 1.010 -0.734 -1.784
C4 -0.124 -1.219 -0.924
N2 0.265 -1.439 0.532
O3 -1.064 -1.862 -1.336
H6 -0.302 -2.183 0.931
H7 1.261 -1.450 0.733
H8 1.414 -1.585 -2.337
H9 0.589 -0.045 -2.518
H10 1.769 -0.217 -1.197

For the max |F|, the calculation gives 3.0 eV/A. For the relative energy (zero: lowest compared OMol25 entry of this formula, charge and spin), the calculation gives 53.6 kcal per mole. The frontier orbital gap comes out at 10.41 eV. As for the LUMO energy: 0.02621 Eh.


No. 8
Here is C44H31AsF6N3O4PRe as an isolated structure from the Open Molecules 2025 dataset. Energies are from ωB97M-V with the def2-TZVPD basis set.

Cartesian coordinates (Å):
Re1 -1.879 -1.799 0.104
C1 -2.785 -5.799 1.441
C2 -2.942 -4.512 0.905
N1 -1.940 -3.853 0.349
C3 -0.708 -4.449 0.293
C4 -0.472 -5.731 0.799
C5 -1.562 -6.406 1.392
C6 0.841 -6.257 0.699
C7 1.823 -5.511 0.118
C8 1.573 -4.216 -0.397
C9 0.316 -3.674 -0.315
N2 -0.166 -2.425 -0.735
C10 0.209 -1.784 -1.925
C11 1.362 -1.817 -2.628
C12 1.640 -0.852 -3.750
C13 0.417 -0.090 -4.343
C14 -0.899 -0.366 -3.690
C15 -2.086 0.102 -4.233
C16 -3.285 -0.136 -3.580
C17 -3.269 -0.815 -2.382
N3 -2.122 -1.248 -1.841
C18 -0.955 -1.061 -2.497
H1 -3.635 -6.280 1.902
H2 -3.892 -3.995 0.943
H3 -1.413 -7.394 1.809
H4 1.047 -7.244 1.092
H5 2.828 -5.907 0.055
H6 2.397 -3.657 -0.810
H7 2.180 -2.455 -2.330
H8 2.257 -1.305 -4.524
H9 0.290 -0.214 -5.418
H10 -2.073 0.643 -5.172
H11 -4.226 0.207 -3.985
H12 -4.165 -1.013 -1.809
O1 2.607 -1.876 2.157
C19 2.751 -0.794 1.724
O2 1.616 -0.011 1.330
C20 3.983 -0.014 1.460
C21 5.266 -0.421 1.787
C22 6.312 0.440 1.491
C23 6.075 1.672 0.883
C24 4.788 2.069 0.549
C25 3.746 1.206 0.846
P1 1.975 1.371 0.619
C26 1.586 1.393 -1.112
C27 0.492 2.186 -1.726
C28 0.329 2.189 -3.053
C29 1.103 1.281 -3.967
C30 2.285 0.521 -3.314
C31 2.425 0.678 -1.855
C32 1.409 2.792 1.520
C33 1.362 4.034 0.880
C34 1.055 5.164 1.620
C35 0.797 5.056 2.980
C36 0.865 3.824 3.613
C37 1.182 2.687 2.889
H13 5.428 -1.377 2.265
H14 7.325 0.159 1.746
H15 6.906 2.333 0.675
H16 4.609 3.026 0.075
H17 -0.130 2.799 -1.091
H18 -0.420 2.832 -3.501
H19 1.398 1.805 -4.876
H20 3.263 0.698 -3.765
H21 3.251 0.147 -1.390
H22 1.576 4.129 -0.176
H23 1.020 6.129 1.134
H24 0.544 5.940 3.550
H25 0.674 3.743 4.675
H26 1.240 1.727 3.383
F1 -3.718 -1.271 0.541
As1 -2.166 -0.858 3.588
F2 -0.553 -0.297 3.830
F3 -1.475 -1.896 2.246
F4 -1.899 -2.169 4.649
F5 -3.716 -1.430 3.183
F6 -2.762 0.189 4.795
O3 -2.424 0.567 2.395
C38 -2.282 0.925 1.166
O4 -1.518 0.388 0.329
C39 -3.035 2.143 0.784
C40 -3.519 3.021 1.749
C41 -4.252 4.130 1.359
C42 -4.514 4.351 0.014
C43 -4.036 3.471 -0.949
C44 -3.292 2.368 -0.566
H27 -3.322 2.824 2.793
H28 -4.636 4.811 2.107
H29 -5.104 5.208 -0.285
H30 -4.255 3.642 -1.995
H31 -2.925 1.661 -1.299

For the max |F|, the calculation gives 1.5 eV/A. For the relative energy (zero: lowest compared OMol25 entry of this formula, charge and spin), the calculation gives 66.0 kcal per mole. The frontier orbital gap (spin up / spin down) comes out at 5.66 / 6.06 eV. As for the total charge: +1. As for the LUMO energy (spin up / spin down): -0.12007 / -0.12013 Eh.


No. 9
Here is a 2-piece molecular cluster, C7H14N2S overall from the Open Molecules 2025 dataset. Energies are from ωB97M-V with the def2-TZVPD basis set.

Cartesian coordinates (Å):
C1 1.020 1.497 -1.761
C2 -0.421 1.475 -1.312
C3 -0.991 2.250 -0.340
C4 -2.382 0.703 -1.060
N1 -1.276 0.526 -1.780
N2 -2.258 1.731 -0.202
H1 1.271 0.533 -2.204
H2 1.655 1.551 -0.879
H3 -0.676 3.090 0.243
H4 -3.321 0.178 -1.119
H5 -2.920 1.860 0.565
H6 1.302 2.318 -2.422
C5 0.360 -1.967 0.307
C6 -0.922 -1.754 1.122
C7 2.544 -1.755 2.108
S1 1.644 -0.760 0.875
H7 0.649 -3.009 0.387
H8 0.170 -1.633 -0.713
H9 -1.832 -2.184 0.705
H10 -1.140 -0.699 1.281
H11 3.089 -2.482 1.516
H12 3.195 -1.063 2.636
H13 1.836 -2.197 2.802
H14 -0.740 -2.135 2.133

For the max |F|, the calculation gives 1.6 eV/A. The frontier orbital gap (spin up / spin down) comes out at 2.01 / 8.63 eV. The multiplicity is 2. As for the total charge: -1. As for the LUMO energy (spin up / spin down): 0.11650 / 0.12798 Eh.


No. 10
Here is an isolated ion of composition C4H8NS and charge +1 from the Open Molecules 2025 dataset. Energies are from ωB97M-V with the def2-TZVPD basis set.

Cartesian coordinates (Å):
C1 2.062 -0.738 0.172
C2 0.429 1.010 0.449
C3 -0.890 1.181 -0.417
C4 -1.736 -1.437 -0.170
N1 0.897 -0.341 0.456
S1 -2.127 0.064 0.218
H1 2.283 -1.827 0.045
H2 2.893 -0.137 0.116
H3 1.183 1.647 0.096
H4 0.178 1.310 1.355
H5 -1.071 2.253 -0.116
H6 -0.735 0.943 -1.433
H7 -1.270 -1.653 -1.152
H8 -2.096 -2.276 0.380

For the max |F|, the calculation gives 4.8 eV/A. For the relative energy (zero: lowest compared OMol25 entry of this formula, charge and spin), the calculation gives 54.9 kcal per mole. The frontier orbital gap (spin up / spin down) comes out at 7.67 / 7.67 eV. As for the total charge: +1. As for the LUMO energy (spin up / spin down): -0.22892 / -0.22891 Eh.


No. 11
Here is a single C3H3F2NO molecule from the Open Molecules 2025 dataset. Energies are from ωB97M-V with the def2-TZVPD basis set.

Cartesian coordinates (Å):
F1 1.780 -0.989 0.412
C1 0.757 -0.541 -0.330
N1 0.865 0.847 -0.560
C2 -0.054 1.509 0.014
O1 -1.045 0.666 0.591
C3 -0.621 -0.634 0.405
F2 -1.603 -1.225 -0.428
H1 0.674 -0.973 -1.269
H2 -0.238 2.519 -0.148
H3 -0.515 -1.178 1.312

For the max |F|, the calculation gives 5.1 eV/A. For the relative energy (zero: lowest compared OMol25 entry of this formula, charge and spin), the calculation gives 9.4 kcal per mole. The frontier orbital gap comes out at 11.73 eV. The SMILES is F[C@@H]1N=CO[C@H]1F. As for the LUMO energy: 0.03208 Eh.


No. 12
Here is a 2-piece molecular cluster, C5H14 overall from the Open Molecules 2025 dataset. Energies are from ωB97M-V with the def2-TZVPD basis set.

Cartesian coordinates (Å):
C1 -0.337 0.604 1.348
C2 -1.504 1.249 1.856
H1 -0.510 -0.174 0.672
H2 0.022 1.284 0.473
H3 0.524 0.521 2.006
H4 -2.103 1.967 1.227
H5 -1.358 1.833 2.768
H6 -2.302 0.506 1.866
C3 1.077 -0.254 -1.135
C4 -0.249 0.022 -1.745
C5 1.196 -1.665 -0.470
H7 1.284 0.493 -0.371
H8 1.828 -0.254 -2.036
H9 -0.001 -0.161 -2.820
H10 -0.814 -0.690 -1.420
H11 0.448 -2.073 0.211
H12 2.014 -1.786 0.220
H13 -0.384 0.986 -1.459
H14 1.171 -2.410 -1.190

For the max |F|, the calculation gives 6.1 eV/A. For the relative energy (zero: lowest compared OMol25 entry of this formula, charge and spin), the calculation gives 62.6 kcal per mole. The frontier orbital gap (spin up / spin down) comes out at 2.64 / 10.46 eV. The multiplicity is 2. As for the total charge: -1. As for the LUMO energy (spin up / spin down): 0.15300 / 0.15272 Eh.